{
  "formula": "C11H24NOS",
  "method": "ωB97M-V/def2-TZVPD",
  "e_homo_ev": -11.96,
  "charge": 1,
  "e_above_lowest_kcal_mol": 131.6,
  "smiles": "CCCCC[C@@H]1[NH2+]C[C@H](CCCS)O1",
  "gap_ev": 8.583,
  "lumo_ha": -0.12421,
  "e_tot_ha": -961.24602,
  "elements": ["C", "C", "C", "C", "C", "C", "N", "C", "C", "C", "C", "C", "S", "O", "H", "H", "H", "H", "H", "H", "H", "H", "H", "H", "H", "H", "H", "H", "H", "H", "H", "H", "H", "H", "H", "H", "H", "H"],
  "positions_angstrom": [[0.70, -2.20, 1.79], [-0.03, -2.37, 0.35], [-1.59, -2.00, 0.23], [-2.37, -1.44, 1.53], [-2.77, 0.18, 1.47], [-1.60, 1.12, 0.82], [-1.79, 1.63, -0.63], [-0.39, 1.48, -1.18], [0.59, 1.69, 0.12], [2.06, 0.96, 0.18], [3.11, 1.41, -0.99], [2.70, 0.94, -2.51], [2.26, -0.88, -2.69], [-0.18, 0.86, 1.10], [1.89, -2.17, 1.70], [0.46, -3.19, 2.42], [0.30, -1.31, 2.46], [0.11, -3.51, 0.03], [0.58, -1.76, -0.47], [-1.71, -1.23, -0.68], [-2.17, -2.97, -0.14], [-1.89, -1.63, 2.58], [-3.43, -2.00, 1.56], [-3.01, 0.52, 2.57], [-3.78, 0.27, 0.85], [-1.77, 2.15, 1.40], [-2.61, 1.28, -1.17], [-1.96, 2.67, -0.60], [-0.19, 2.18, -2.12], [-0.31, 0.31, -1.37], [0.51, 2.84, 0.40], [1.93, -0.21, 0.27], [2.55, 1.29, 1.22], [3.37, 2.56, -0.98], [4.14, 0.86, -0.74], [3.63, 1.14, -3.21], [1.79, 1.58, -2.94], [0.86, -1.04, -2.62]]
}